97
Properties=species:S:1:pos:R:3:forces:R:3 method="wB97M-V/def2-TZVPD" homo_energy_ev="-12.2 / -12.2" gap_ha="0.1547 / 0.1547" e_above_lowest_kcal_mol=10.54 total_energy_ev=-172584.659 charge=+2
Zr 0.5555 0.5974 -0.4506 -0.35 0.16 -0.33
C -6.0644 2.4614 -4.9489 0.03 0.07 -0.01
S -6.1732 0.6676 -5.0452 -0.01 -0.06 -0.01
C -5.8657 0.2509 -3.3170 -0.02 0.02 0.05
C -4.3979 0.3515 -2.9227 -0.03 0.01 -0.07
C -4.1823 -0.0008 -1.4604 0.01 -0.03 0.06
N -2.7621 0.0887 -1.0671 -0.09 0.10 0.19
P -1.9980 1.5346 -0.6883 0.50 -0.23 -0.03
C -3.0555 2.5922 0.2744 -0.10 0.05 -0.14
C -4.0186 3.4034 -0.3331 0.02 -0.02 0.01
C -4.8735 4.1546 0.4550 0.01 0.00 0.01
C -4.7708 4.0924 1.8400 -0.01 0.00 0.01
C -3.8167 3.2849 2.4447 0.00 0.00 0.00
C -2.9534 2.5320 1.6646 0.00 0.00 0.02
C -1.4795 2.3071 -2.2311 -0.01 0.03 -0.05
C -1.3209 3.6822 -2.4010 -0.03 0.02 0.03
C -0.6227 4.1631 -3.4956 0.01 0.00 -0.02
C -0.0467 3.2856 -4.4107 -0.01 -0.02 0.01
C -0.1858 1.9180 -4.2420 -0.01 0.02 0.02
C -0.9034 1.4248 -3.1564 -0.02 0.00 -0.09
P -1.7012 -1.2120 -0.8106 0.43 0.21 -0.06
C -2.4749 -2.2218 0.4545 0.01 0.01 0.02
C -3.2628 -1.6185 1.4344 -0.01 0.01 0.00
C -3.8218 -2.3884 2.4388 0.00 -0.02 0.00
C -3.5815 -3.7559 2.4800 0.00 0.00 0.00
C -2.7865 -4.3568 1.5148 0.00 0.00 0.00
C -2.2337 -3.5939 0.4987 0.03 -0.02 0.00
C -1.6163 -2.2604 -2.2757 -0.15 0.00 0.02
C -0.3748 -2.5362 -2.8410 0.06 0.00 0.00
C -0.2711 -3.3600 -3.9531 0.00 -0.01 -0.01
C -1.4168 -3.9038 -4.5121 -0.02 0.01 0.00
C -2.6619 -3.6462 -3.9476 0.02 0.01 0.02
C -2.7629 -2.8411 -2.8267 -0.01 -0.02 -0.02
H -6.2297 2.8423 -5.9548 -0.01 -0.01 0.00
H -5.0800 2.7969 -4.6216 0.01 -0.01 0.01
H -6.8362 2.8661 -4.2953 -0.01 -0.01 0.01
H -6.2290 -0.7698 -3.1796 0.02 -0.02 -0.04
H -6.4873 0.8874 -2.6808 0.01 0.01 -0.01
H -4.0332 1.3660 -3.1120 -0.02 0.01 0.03
H -3.8045 -0.3097 -3.5594 0.00 -0.01 0.02
H -4.5248 -1.0126 -1.2330 0.00 0.01 -0.03
H -4.7597 0.6624 -0.8088 0.01 0.01 -0.03
H -4.0996 3.4444 -1.4138 0.00 -0.01 0.01
H -5.6215 4.7849 -0.0061 0.00 0.00 0.00
H -5.4423 4.6792 2.4524 0.00 0.00 0.00
H -3.7454 3.2427 3.5228 0.00 0.00 0.01
H -2.2052 1.8991 2.1300 0.00 -0.01 0.00
H -1.7410 4.3732 -1.6802 0.01 0.00 0.00
H -0.5234 5.2305 -3.6420 0.00 0.01 0.01
H 0.4949 3.6757 -5.2615 0.01 0.00 -0.01
H 0.2376 1.2276 -4.9592 0.01 0.02 -0.02
H -1.0882 0.3548 -3.0947 0.02 0.01 0.03
H -3.4432 -0.5499 1.4160 0.00 0.00 -0.01
H -4.4417 -1.9242 3.1935 0.00 0.01 0.00
H -4.0172 -4.3553 3.2679 0.00 0.00 0.00
H -2.6011 -5.4215 1.5486 0.00 -0.01 0.00
H -1.6211 -4.0701 -0.2568 0.00 0.00 -0.01
H 0.5269 -2.1331 -2.3973 -0.03 0.01 0.00
H 0.7016 -3.5824 -4.3713 0.00 -0.01 -0.01
H -1.3450 -4.5425 -5.3819 0.02 -0.01 0.00
H -3.5524 -4.0873 -4.3745 0.00 0.00 -0.01
H -3.7340 -2.6831 -2.3744 0.01 0.00 0.01
N 3.1192 6.1709 1.3091 -0.01 0.00 -0.03
C 2.5323 5.0193 1.0171 -0.02 0.09 0.06
N 2.2988 4.1186 1.9736 -0.02 0.03 -0.11
N 2.1906 4.8274 -0.2755 0.01 -0.20 0.10
C 1.7602 3.6701 -0.5800 0.05 0.12 0.18
N 1.3694 2.6009 -0.8434 -0.18 -0.41 -0.22
H 3.3669 6.4319 2.2480 0.01 0.00 0.00
H 3.2986 6.8188 0.5595 0.00 0.00 0.02
H 2.5786 4.2787 2.9269 0.00 0.01 0.00
H 1.7886 3.2666 1.7746 0.05 -0.02 0.06
O 2.2126 -0.3650 3.1610 0.18 0.04 0.13
Se 0.9657 -0.3421 2.1912 0.46 0.00 -0.43
O 0.7518 1.2352 1.4831 -0.26 -0.02 0.00
O 1.4017 -0.9403 0.6114 -0.43 0.12 0.16
O -0.4762 -0.8797 2.5709 -0.19 -0.11 0.18
F 6.4587 -2.8253 -1.2155 0.02 0.03 0.01
C 6.2813 -1.7042 -0.5389 0.09 -0.05 0.00
C 7.2667 -1.2454 0.2569 -0.01 -0.11 -0.06
F 8.3838 -1.9276 0.3447 0.00 0.01 -0.01
C 7.1478 -0.0096 1.0088 0.16 0.05 0.07
C 5.8512 0.6295 0.9033 -0.19 0.08 0.03
C 4.8808 0.1692 0.0966 -0.02 0.10 0.34
F 3.6957 0.7931 0.1296 0.10 0.05 -0.26
C 5.0403 -0.9965 -0.7259 0.01 -0.18 -0.16
C 4.0982 -1.4282 -1.6308 -0.06 0.01 0.00
C 2.9277 -0.6837 -1.9030 -0.05 0.27 0.00
N 1.9678 -0.0965 -2.1739 0.01 -0.08 0.48
C 4.1396 -2.6216 -2.4198 0.09 -0.02 -0.04
N 4.0356 -3.5285 -3.1168 0.00 -0.05 0.02
F 5.5967 1.6898 1.6447 0.00 -0.03 -0.05
C 8.1709 0.5173 1.7396 -0.10 -0.12 -0.04
C 9.4596 -0.0881 1.8579 0.09 -0.08 -0.14
N 10.5232 -0.5122 1.9449 0.01 0.00 0.08
C 8.0618 1.7540 2.4497 -0.17 0.14 0.06
N 7.9745 2.7481 3.0173 0.09 0.01 0.01